{"formula": "C24H36N12", "method": "wB97M-V/def2-TZVPD", "largest_force_ev_per_a": 3.3, "orbital_gap_ha": 0.412, "homo_energy_ev": -11.28, "de_lowest_kj_mol": 175.36, "e_tot_ev": -43348.5740, "multiplicity": 1, "total_charge": 0, "elements": ["C", "C", "N", "H", "H", "H", "C", "C", "N", "H", "H", "H", "C", "C", "N", "H", "H", "H", "C", "C", "N", "H", "H", "H", "C", "C", "N", "H", "H", "H", "C", "C", "N", "H", "H", "H", "C", "C", "N", "H", "H", "H", "C", "C", "N", "H", "H", "H", "C", "C", "N", "H", "H", "H", "C", "C", "N", "H", "H", "H", "C", "C", "N", "H", "H", "H", "C", "C", "N", "H", "H", "H"], "positions_angstrom": [[0.263, 7.625, -9.818], [0.671, 7.530, -8.444], [0.973, 7.442, -7.361], [-0.693, 7.131, -9.986], [1.024, 7.024, -10.316], [0.296, 8.660, -10.159], [1.385, 6.641, -13.655], [1.592, 5.220, -13.979], [1.740, 4.137, -14.284], [1.895, 7.244, -14.405], [1.672, 6.848, -12.624], [0.312, 6.740, -13.821], [-3.215, 11.901, -8.799], [-2.104, 11.012, -8.588], [-1.203, 10.275, -8.484], [-3.812, 11.441, -9.587], [-2.751, 12.837, -9.108], [-3.804, 12.199, -7.932], [4.324, 5.616, -11.980], [4.582, 6.771, -12.755], [4.798, 7.667, -13.437], [5.015, 5.471, -11.150], [4.063, 4.775, -12.622], [3.346, 5.722, -11.511], [2.652, 9.289, -4.232], [4.074, 8.954, -3.883], [5.144, 8.737, -3.555], [2.375, 10.342, -4.180], [1.982, 8.699, -3.606], [2.522, 8.840, -5.216], [-0.723, 3.937, -9.631], [-1.334, 4.686, -10.779], [-1.812, 5.262, -11.666], [0.145, 3.488, -10.114], [-1.421, 3.189, -9.254], [-0.372, 4.604, -8.843], [0.515, 5.279, -4.720], [1.153, 3.956, -4.729], [1.584, 2.900, -4.781], [-0.068, 5.269, -3.799], [-0.134, 5.414, -5.586], [1.239, 6.094, -4.705], [-3.530, 8.268, -11.308], [-4.856, 8.340, -10.610], [-5.855, 8.346, -10.025], [-3.219, 9.304, -11.447], [-3.680, 7.759, -12.260], [-2.881, 7.605, -10.735], [3.908, 3.069, -7.728], [2.952, 3.946, -8.467], [2.196, 4.675, -8.918], [4.937, 3.071, -8.087], [3.491, 2.079, -7.909], [3.872, 3.120, -6.640], [-4.217, 7.264, -6.273], [-3.176, 6.552, -7.074], [-2.363, 6.078, -7.750], [-5.135, 6.677, -6.322], [-4.391, 8.210, -6.786], [-3.990, 7.280, -5.207], [3.864, 7.825, -8.385], [4.882, 8.363, -7.443], [5.670, 8.823, -6.724], [4.245, 7.370, -9.299], [3.154, 8.598, -8.679], [3.301, 7.085, -7.816], [-1.105, 8.926, -4.657], [-1.930, 8.200, -3.702], [-2.641, 7.690, -2.943], [-1.061, 8.462, -5.642], [-0.200, 9.387, -4.260], [-1.773, 9.752, -4.903]], "atomic_forces_ev_per_a": [[0.5630, -0.4164, -0.4090], [-1.3104, 0.4018, -1.4500], [0.6677, -0.1725, 2.6240], [-0.0235, 0.2770, 0.1059], [-0.0431, 0.0550, -0.5480], [-0.1794, -0.1462, 0.0003], [-0.5446, -0.9573, -0.6683], [0.1771, 1.8699, 0.4753], [0.2615, -1.6847, -0.3138], [0.1859, 0.0936, 0.3681], [-0.0722, 0.1999, -0.2695], [-0.0999, 0.5263, 0.4123], [0.1087, 0.7786, -0.3315], [2.2350, -2.2160, 0.8926], [-1.8977, 1.5557, -0.2033], [-0.3002, 0.4438, 0.0561], [-0.2650, 0.0940, -0.5432], [0.0452, -0.6975, 0.1311], [-1.5710, -0.9063, 1.0093], [0.5568, 0.7892, -0.7728], [-0.0511, 0.3116, -0.0639], [0.2448, -0.3539, -0.4828], [0.9677, -0.3449, -0.0204], [-0.1252, 0.3996, 0.4027], [0.9773, -1.3860, -0.1308], [-2.1141, 1.1254, 0.0966], [0.8809, -0.3339, 0.2422], [0.4281, -0.1240, -0.1172], [0.1317, 0.1404, 0.3397], [-0.2833, 0.5308, -0.3344], [-0.1123, 0.5061, -1.5011], [-0.6265, 0.3980, 0.1561], [0.7236, -0.6320, 1.0785], [0.0622, -0.3913, 0.4581], [0.1022, 0.1097, -0.0564], [-0.2746, 0.0001, -0.1801], [0.0569, -0.4483, 0.4380], [-0.3664, 1.0518, -0.5865], [0.4488, -0.6990, 0.0102], [-0.1980, 0.4540, -0.0574], [0.0379, -0.1234, 0.0377], [0.0373, -0.1837, 0.0209], [-1.6523, -0.2028, 0.3576], [-0.0965, -0.4184, 0.3124], [1.0531, 0.1654, -0.6012], [0.5508, -0.3082, -0.0124], [0.0100, 0.2435, -0.0969], [0.2092, 0.4822, 0.1109], [-1.0149, -0.8248, -0.6116], [1.5198, -0.2458, 1.6087], [-0.2521, 0.3219, -0.6136], [-0.2436, 0.3644, -0.1328], [0.2903, -0.3252, -0.1281], [-0.1629, 0.7817, -0.1128], [0.1911, -1.1787, -0.7620], [0.3239, 0.0739, -0.1092], [-0.8591, 0.4718, 0.7804], [-0.0735, 0.0241, -0.2964], [0.0004, 0.1501, 0.5143], [0.3981, 0.5018, -0.2013], [0.0898, 0.0328, 0.8358], [0.7496, 0.5886, -0.1703], [-1.1401, -0.7120, -1.0184], [0.4443, 0.0695, 0.2706], [0.1919, 0.1314, 0.1707], [-0.0286, -0.0691, -0.2815], [-1.3298, 0.9374, -0.4891], [-0.2526, -0.8092, 0.9946], [0.7619, 0.4219, -0.8571], [0.7630, -0.5457, 0.2944], [0.0166, -0.5933, -0.1069], [0.1003, 0.5758, 0.0358]], "lowdin_charge": [-0.069, -0.341, 0.173, 0.039, 0.059, 0.079, -0.063, -0.300, 0.138, 0.085, 0.050, 0.079, -0.062, -0.266, 0.157, 0.082, 0.091, 0.092, -0.089, -0.314, 0.150, 0.089, 0.084, 0.049, -0.074, -0.288, 0.126, 0.081, 0.059, 0.047, -0.085, -0.263, 0.128, 0.060, 0.083, 0.024, -0.074, -0.275, 0.125, 0.079, 0.056, 0.062, -0.064, -0.272, 0.109, 0.070, 0.077, 0.037, -0.046, -0.216, 0.161, 0.081, 0.081, 0.071, -0.046, -0.228, 0.159, 0.084, 0.078, 0.050, -0.085, -0.248, 0.133, 0.063, 0.070, 0.030, -0.061, -0.289, 0.133, 0.056, 0.067, 0.081]}

=====

{"formula": "C24H36O12", "method": "wB97M-V/def2-TZVPD", "largest_force_ev_per_a": 5.4, "orbital_gap_ha": 0.349, "homo_energy_ev": -9.35, "de_lowest_kj_mol": 285.92, "e_tot_ev": -50040.6938, "multiplicity": 1, "total_charge": 0, "elements": ["O", "C", "O", "C", "C", "C", "H", "H", "H", "H", "H", "H", "O", "C", "O", "C", "C", "C", "H", "H", "H", "H", "H", "H", "O", "C", "O", "C", "C", "C", "H", "H", "H", "H", "H", "H", "O", "C", "O", "C", "C", "C", "H", "H", "H", "H", "H", "H", "O", "C", "O", "C", "C", "C", "H", "H", "H", "H", "H", "H", "O", "C", "O", "C", "C", "C", "H", "H", "H", "H", "H", "H"], "positions_angstrom": [[12.683, 21.839, -12.259], [11.650, 22.439, -12.457], [11.125, 23.184, -11.519], [9.855, 23.674, -12.018], [9.518, 22.859, -13.249], [10.827, 22.390, -13.773], [9.953, 24.720, -12.307], [9.053, 23.519, -11.297], [8.987, 23.499, -13.954], [8.905, 21.975, -13.073], [11.339, 23.090, -14.433], [10.730, 21.374, -14.154], [16.932, 22.442, -8.021], [16.055, 23.281, -8.132], [14.827, 22.839, -8.561], [14.036, 23.980, -8.886], [14.978, 25.224, -8.812], [16.039, 24.778, -7.833], [13.150, 24.079, -8.260], [13.674, 23.829, -9.903], [14.301, 25.984, -8.420], [15.297, 25.637, -9.769], [15.758, 24.999, -6.803], [17.052, 25.177, -7.879], [12.153, 18.253, -10.974], [11.907, 18.915, -9.956], [12.631, 18.840, -8.847], [12.198, 19.739, -7.871], [11.439, 20.826, -8.635], [10.941, 20.042, -9.813], [13.106, 20.263, -7.573], [11.696, 19.198, -7.068], [11.987, 21.732, -8.891], [10.686, 21.118, -7.903], [10.939, 20.605, -10.746], [9.944, 19.621, -9.684], [10.757, 13.946, -8.028], [10.289, 14.454, -9.020], [9.697, 13.685, -9.986], [9.242, 14.484, -11.034], [9.590, 15.973, -10.816], [10.142, 15.930, -9.376], [8.163, 14.379, -10.929], [9.584, 14.178, -12.023], [8.689, 16.569, -10.960], [10.401, 16.333, -11.449], [9.456, 16.513, -8.761], [11.039, 16.547, -9.330], [13.059, 16.631, -5.268], [13.882, 16.485, -6.207], [15.042, 17.102, -6.262], [15.899, 16.527, -7.177], [14.923, 15.991, -8.232], [13.767, 15.519, -7.284], [16.537, 15.703, -6.856], [16.456, 17.241, -7.782], [15.318, 15.246, -8.923], [14.557, 16.732, -8.942], [13.886, 14.512, -6.884], [12.786, 15.592, -7.755], [8.443, 18.748, -7.680], [7.386, 18.582, -8.274], [7.231, 18.760, -9.616], [6.006, 18.438, -10.074], [5.165, 18.151, -8.849], [6.157, 17.876, -7.783], [6.084, 17.529, -10.670], [5.521, 19.197, -10.687], [4.407, 17.380, -8.985], [4.641, 19.027, -8.465], [6.223, 16.789, -7.751], [5.693, 18.268, -6.879]], "atomic_forces_ev_per_a": [[-0.5711, 0.5206, -0.2179], [2.5771, -2.6025, -1.3873], [-1.8715, 1.1362, 0.3509], [-0.6924, -0.0512, 0.0715], [-1.0023, 0.4527, -0.8848], [0.8750, 0.0786, 1.3607], [0.0974, 0.0680, 0.3890], [0.4413, 0.3619, 0.4347], [-0.1893, -0.1166, -0.0213], [-0.1717, 0.2163, 0.4371], [-0.1469, -0.2203, -0.3431], [0.6859, 0.2399, -0.1540], [-0.8931, 1.9806, 0.0450], [1.0138, -2.8453, 0.7998], [0.3887, 1.1754, 0.3142], [0.2557, 0.3396, -1.3860], [-1.7875, 0.5538, 0.4328], [0.4996, -0.4280, -0.2727], [0.2450, -0.1435, 0.4257], [-0.0582, -0.0178, -0.0405], [0.4256, 0.4233, 0.2483], [0.3371, -0.6341, -0.0560], [-0.3559, -0.5055, 0.0855], [-0.1190, 0.0325, -0.6115], [-0.7986, 0.9695, 2.4937], [1.1565, -0.6410, -2.9177], [0.6412, -2.0139, -0.6091], [1.5925, 1.9240, 0.0969], [-1.3353, -0.3362, 1.4850], [-0.9627, 0.4123, -1.0371], [0.0883, -0.5532, 0.9527], [-0.1518, 0.3101, -0.0665], [0.4302, -0.4361, -0.0913], [-0.5515, 0.3419, -0.4946], [-0.0126, -0.1253, 0.0643], [-0.1017, 0.0123, 0.1748], [-0.3191, 0.7180, -1.0832], [-0.0263, -0.4143, 1.1679], [1.6785, 0.2102, 0.8323], [-1.6060, 1.0541, -1.0284], [0.7885, -0.9195, 0.5658], [-0.5134, 1.2020, -0.6649], [-0.2364, 0.0227, -0.7898], [0.0175, -0.5734, 0.2522], [0.2523, 0.1870, 0.1454], [-0.3052, -0.0852, -0.3104], [-0.1021, -0.7008, 0.7180], [0.3991, -0.6779, 0.1919], [2.5767, 0.2244, -2.8551], [-3.4530, -0.2543, 4.1921], [0.9374, 1.6623, 2.0387], [0.0267, -0.5047, -3.9398], [-0.9757, -1.3960, -0.0073], [0.1529, -0.2868, -2.5255], [-0.0480, 0.2701, 0.8007], [0.5060, 0.5060, 1.0888], [0.2105, -0.4364, 0.5017], [-0.0660, 0.5628, 0.5250], [0.0600, -0.0315, -0.0572], [0.0112, -0.2099, 0.2034], [-2.0316, 0.3207, -1.4668], [2.1925, -1.3756, 1.0963], [3.2439, 1.8099, 1.0179], [-3.0262, -1.3183, -0.9274], [-1.6040, 0.7611, -0.1111], [-1.1029, -0.4235, 0.6375], [0.0360, -0.0868, -0.2632], [0.5026, 0.2655, -0.0948], [0.1859, -0.0366, -0.1084], [-0.3121, 0.3382, -0.7805], [1.0319, 0.0362, 0.5432], [0.9400, -0.2985, 0.4233]], "lowdin_charge": [0.109, -0.523, 0.040, -0.130, -0.189, -0.064, 0.128, 0.128, 0.119, 0.120, 0.133, 0.132, 0.104, -0.439, 0.010, -0.165, -0.149, -0.076, 0.119, 0.113, 0.106, 0.116, 0.129, 0.125, 0.073, -0.468, 0.035, -0.144, -0.124, -0.073, 0.130, 0.139, 0.103, 0.117, 0.105, 0.113, 0.113, -0.425, 0.026, -0.187, -0.126, -0.055, 0.119, 0.125, 0.098, 0.102, 0.112, 0.097, 0.063, -0.489, 0.060, -0.180, -0.127, -0.068, 0.132, 0.130, 0.111, 0.104, 0.142, 0.105, 0.107, -0.415, 0.026, -0.217, -0.176, -0.086, 0.127, 0.132, 0.125, 0.118, 0.140, 0.134]}

=====

{"formula": "C24H36O14Si2", "method": "wB97M-V/def2-TZVPD", "largest_force_ev_per_a": 1.6, "orbital_gap_ha": 0.347, "homo_energy_ev": -9.27, "e_tot_ev": -69894.8599, "multiplicity": 1, "total_charge": 0, "elements": ["O", "C", "C", "Si", "O", "Si", "C", "C", "C", "C", "C", "C", "H", "H", "H", "H", "H", "H", "H", "H", "H", "H", "H", "H", "C", "C", "C", "O", "C", "O", "O", "H", "H", "H", "H", "H", "H", "C", "C", "C", "O", "C", "O", "O", "H", "H", "H", "H", "H", "H", "C", "C", "C", "O", "C", "O", "O", "H", "H", "H", "H", "H", "H", "C", "C", "C", "O", "C", "O", "O", "H", "H", "H", "H", "H", "H"], "positions_angstrom": [[3.511, 3.498, 4.741], [3.116, 3.662, 3.605], [3.425, 4.909, 2.773], [5.181, 4.920, 2.086], [5.367, 3.750, 0.878], [4.653, 4.195, -0.586], [2.224, 2.631, 2.909], [1.019, 3.103, 2.418], [0.164, 2.248, 1.742], [0.556, 0.932, 1.577], [1.737, 0.456, 2.088], [2.597, 1.310, 2.764], [2.765, 4.906, 1.894], [3.191, 5.838, 3.310], [5.349, 6.220, 1.403], [6.191, 4.737, 3.139], [5.519, 3.863, -1.737], [4.404, 5.644, -0.658], [3.408, 3.420, -0.792], [0.741, 4.148, 2.543], [-0.759, 2.661, 1.344], [-0.123, 0.277, 1.032], [2.032, -0.585, 1.977], [3.552, 0.989, 3.173], [-2.052, 8.036, -0.245], [-0.997, 7.056, 0.218], [-0.806, 7.021, 1.713], [0.574, 6.663, 1.839], [1.205, 7.103, 0.716], [2.384, 7.167, 0.590], [0.307, 7.457, -0.236], [-1.680, 9.059, -0.198], [-2.317, 7.844, -1.286], [-2.959, 7.954, 0.355], [-1.203, 6.058, -0.178], [-1.443, 6.288, 2.204], [-0.956, 7.995, 2.187], [1.422, -3.470, -0.827], [-0.044, -3.508, -0.458], [-0.977, -3.447, -1.638], [-2.127, -2.790, -1.085], [-1.689, -2.014, -0.064], [-2.342, -1.171, 0.465], [-0.415, -2.322, 0.274], [1.727, -2.459, -1.104], [2.034, -3.759, 0.030], [1.648, -4.146, -1.644], [-0.256, -4.376, 0.171], [-1.237, -4.429, -2.023], [-0.590, -2.836, -2.459], [-5.380, -1.948, 0.479], [-5.994, -2.770, -0.630], [-6.088, -2.045, -1.948], [-7.240, -2.644, -2.549], [-8.041, -3.075, -1.538], [-9.169, -3.418, -1.675], [-7.377, -3.058, -0.355], [-6.089, -1.210, 0.859], [-5.114, -2.589, 1.321], [-4.477, -1.440, 0.143], [-5.463, -3.719, -0.738], [-5.207, -2.186, -2.571], [-6.273, -0.973, -1.834], [2.844, -9.155, -2.696], [2.224, -7.776, -2.735], [2.119, -7.112, -1.385], [0.960, -6.282, -1.537], [0.170, -6.877, -2.477], [-0.960, -6.577, -2.686], [0.844, -7.847, -3.134], [2.136, -9.889, -2.311], [3.116, -9.476, -3.701], [3.745, -9.166, -2.082], [2.753, -7.140, -3.449], [2.995, -6.514, -1.140], [1.935, -7.819, -0.572]], "atomic_forces_ev_per_a": [[0.0213, 0.0644, -0.6094], [-0.2290, -0.0464, 0.0451], [-0.3953, -0.6239, -0.0446], [0.0469, -0.0857, -0.2303], [-0.6965, 1.1714, -0.0961], [0.3139, -0.7300, -0.1839], [0.6968, 1.1495, 0.5541], [-0.4562, 0.1466, -0.3291], [0.3920, 0.5755, 0.2766], [-1.3410, -0.4247, -0.7409], [0.8843, -0.4124, 0.3035], [0.0675, 0.0540, 0.1554], [0.2415, 0.0899, 0.1316], [0.3441, -0.2383, 0.1065], [0.1216, 0.0637, 0.2183], [0.0029, -0.1700, -0.0071], [0.1800, -0.0969, 0.1669], [-0.1164, -0.0147, 0.1482], [-0.0681, 0.0936, 0.1667], [0.1525, -0.1571, 0.0206], [0.0242, -0.4075, 0.0006], [0.2456, -0.0601, 0.1673], [-0.2312, 0.1308, -0.1252], [-0.2024, -0.0934, -0.0924], [0.0657, 0.0328, -0.4418], [-0.5139, 0.4023, -0.1099], [-0.0970, -0.1379, 0.2449], [0.0281, 0.1244, -0.1550], [0.0856, 0.0359, -0.1305], [-0.0038, -0.0529, 0.0239], [0.1339, -0.2314, 0.3142], [0.0238, -0.0365, 0.2061], [-0.0388, 0.0036, 0.0330], [0.0376, -0.0542, 0.0308], [0.0982, -0.0361, 0.0675], [0.1814, -0.0946, 0.0403], [-0.0272, 0.0393, -0.1225], [0.3114, 0.3801, 0.4472], [0.6381, -0.0917, -0.3005], [-0.1388, -0.2256, -0.2494], [0.1144, 0.1881, 0.1320], [0.0041, 0.0274, 0.0707], [0.1924, 0.0756, 0.0152], [-0.3857, -0.0643, -0.0995], [-0.1547, 0.0084, -0.0842], [0.0091, -0.0163, -0.0353], [-0.1060, 0.0376, -0.0458], [-0.1199, 0.0353, -0.0184], [-0.2010, 0.0299, 0.0861], [0.1004, 0.0560, 0.1100], [-0.1482, -0.1934, 0.3039], [0.3074, 0.4360, 0.4969], [0.1213, 0.0233, -0.2764], [-0.0667, 0.0247, 0.1830], [-0.0971, -0.0869, 0.0624], [-0.0023, -0.0263, -0.0245], [-0.0460, -0.0694, -0.4400], [-0.0457, 0.0397, -0.2048], [0.0575, 0.0406, -0.0120], [-0.0911, -0.0918, -0.0036], [-0.0647, -0.0122, -0.1072], [-0.1175, -0.1028, -0.1021], [0.0119, -0.0268, 0.1400], [-0.0941, -0.1766, -0.3964], [0.3556, -0.5744, 0.0981], [0.1711, 0.1900, 0.2394], [-0.1823, -0.4894, -0.2053], [-0.0622, -0.1534, -0.1319], [-0.0010, 0.0929, 0.0183], [-0.0467, 0.3906, 0.1964], [-0.0002, 0.1176, 0.1744], [0.0356, -0.0014, 0.0351], [-0.0146, 0.0717, 0.0045], [-0.0815, 0.0879, 0.0345], [-0.1343, 0.1639, -0.0160], [-0.0006, -0.0881, -0.0981]], "lowdin_charge": [0.082, -0.400, -0.214, 0.533, -0.490, 0.513, -0.168, -0.045, -0.065, -0.083, -0.074, -0.019, 0.047, 0.101, -0.023, -0.019, -0.076, -0.063, -0.061, 0.105, 0.105, 0.088, 0.105, 0.124, -0.020, -0.327, -0.096, 0.039, -0.547, 0.146, 0.091, 0.094, 0.085, 0.091, 0.158, 0.140, 0.142, -0.021, -0.313, -0.081, 0.064, -0.553, 0.141, 0.078, 0.096, 0.089, 0.069, 0.159, 0.113, 0.147, -0.019, -0.326, -0.099, 0.060, -0.561, 0.162, 0.083, 0.095, 0.090, 0.058, 0.158, 0.136, 0.141, -0.018, -0.322, -0.090, 0.018, -0.540, 0.166, 0.098, 0.096, 0.087, 0.092, 0.160, 0.141, 0.145]}